Record 1
Formula: C19H47FN2O4P
Source: the Open Molecules 2025 dataset
Level of theory: ωB97M-V/def2-TZVPD

Geometry as XYZ:
```
74
Properties=species:S:1:pos:R:3:forces:R:3
C 2.10259 -0.65260 1.26948 -0.0697 -0.0462 -0.0166
C 0.69713 -0.99923 0.85671 -0.1926 -0.0707 -0.0107
O 0.18745 -2.08789 0.99016 0.1182 0.2090 -0.0582
O 0.07942 0.05932 0.32299 0.1206 -0.0571 -0.0046
C -1.25825 -0.14372 -0.20026 0.1028 -0.0712 0.0522
C -1.82285 1.21114 -0.54664 -0.0253 -0.0572 0.0380
C -1.97469 2.15278 0.66046 -0.0064 -0.0102 0.0907
C -3.40838 2.63609 0.92626 0.0240 0.0754 -0.0134
C -4.15237 1.80225 1.97168 -0.0140 -0.0063 -0.0236
C -5.66740 2.00730 1.95879 0.0905 0.0625 0.0856
P -6.87236 1.20389 0.67562 0.0233 -0.0038 -0.0533
C -5.54396 0.24837 -0.35753 -0.0732 -0.0468 -0.0021
C -7.12537 -0.36042 1.83140 -0.0931 0.0020 -0.0323
C -7.69937 -1.58842 1.14235 0.0371 -0.0166 -0.0017
F -5.90951 -0.76944 2.46919 0.0324 0.0229 0.0187
H 2.59040 -0.04607 0.51059 0.0167 -0.0074 -0.0251
H 2.66649 -1.56352 1.44505 0.0160 0.0043 0.0257
H 2.08331 -0.06427 2.18634 -0.0181 0.0012 0.0278
H -1.85920 -0.65917 0.54835 -0.0062 0.0175 0.0328
H -1.16717 -0.78239 -1.08041 -0.0583 -0.0296 0.0032
H -2.79691 1.03158 -1.00302 -0.0147 0.0087 -0.0295
H -1.18548 1.66058 -1.31151 -0.0220 0.0203 -0.0417
H -1.30604 3.00714 0.53774 0.0143 0.0202 -0.0567
H -1.61738 1.63299 1.55555 0.0241 0.0400 0.0427
H -3.98747 2.65550 -0.00043 0.0618 0.0029 -0.0295
H -3.37230 3.67238 1.27671 -0.0810 0.0260 0.0038
H -3.90197 0.74433 1.85884 -0.0726 -0.0299 -0.0828
H -3.75652 2.09422 2.95444 0.0716 -0.0756 0.0219
H -5.87241 3.08193 1.86207 -0.0520 -0.0017 -0.0348
H -6.07023 1.70764 2.93113 -0.0248 -0.0219 0.0089
H -7.93846 1.92243 1.43898 0.0226 0.0074 -0.0138
H -7.93723 0.65672 -0.20379 0.0147 0.0128 0.0154
H -6.76093 2.36609 -0.23215 0.0211 -0.0198 0.0264
H -4.91650 -0.43118 0.22461 0.0358 0.0216 0.0348
H -4.91119 0.95560 -0.89669 -0.0195 0.0311 0.0035
H -6.08384 -0.34235 -1.10246 0.0083 -0.0175 -0.0288
H -7.77050 -0.02239 2.64912 0.0053 -0.0139 0.0487
H -6.98375 -2.40868 1.22052 0.0265 -0.0059 -0.0158
H -8.63820 -1.92832 1.58438 -0.0386 0.0181 0.0011
H -7.88178 -1.38399 0.08448 -0.0178 -0.0086 -0.0127
C 1.17444 -3.25999 -1.93133 -0.0431 -0.0139 0.0183
C 1.26759 -3.05355 -3.43685 -0.0027 0.0744 0.0057
C 2.43664 -3.79113 -4.09780 0.0107 -0.0152 0.0037
O 3.71275 -3.22472 -3.85276 -0.0067 0.0197 0.0274
C 4.32801 -3.61073 -2.64161 0.0057 -0.0284 -0.0132
N 1.26563 -1.61770 -3.71983 0.0352 -0.0310 -0.0547
H 1.91556 -2.66152 -1.39948 0.0129 -0.0022 -0.0166
H 0.19831 -2.94927 -1.56489 0.0150 0.0217 0.0134
H 1.32176 -4.30588 -1.65491 0.0081 -0.0025 -0.0107
H 0.36047 -3.46862 -3.89006 0.0134 -0.0382 0.0080
H 2.30805 -3.74946 -5.18230 0.0136 0.0143 -0.0031
H 2.43685 -4.84812 -3.79731 -0.0222 0.0024 -0.0061
H 4.10861 -4.65719 -2.40285 0.0148 -0.0031 -0.0022
H 4.01255 -2.99328 -1.79715 -0.0088 -0.0030 -0.0035
H 5.40386 -3.49827 -2.77488 -0.0009 0.0064 0.0059
H 1.18302 -1.45390 -4.71741 -0.0255 0.0016 0.0059
H 2.16402 -1.23082 -3.44703 -0.0214 0.0119 0.0257
C 4.88781 2.34218 0.58933 0.0033 -0.0079 -0.0043
C 5.50805 1.79638 1.87103 -0.0774 -0.0213 -0.0045
C 6.96274 2.22204 2.09324 0.0122 0.0125 -0.0013
O 7.90545 1.56903 1.26277 -0.0257 -0.0207 -0.0306
C 8.09402 2.14126 -0.01454 0.0212 0.0291 0.0165
N 5.32221 0.34612 1.90705 0.1209 -0.0220 0.0381
H 5.24090 1.79097 -0.28350 0.0104 0.0050 0.0011
H 3.80459 2.23382 0.62479 0.0019 -0.0124 -0.0052
H 5.12516 3.39806 0.44725 -0.0034 0.0012 0.0021
H 4.94617 2.21155 2.71513 0.0171 0.0292 -0.0069
H 7.24711 1.95888 3.11496 0.0128 -0.0126 -0.0058
H 7.06177 3.31094 1.98516 -0.0189 -0.0023 0.0119
H 8.03056 3.23408 0.02921 0.0148 -0.0007 -0.0049
H 7.36500 1.78209 -0.74491 -0.0080 0.0054 0.0073
H 9.09127 1.86030 -0.35128 -0.0045 -0.0050 -0.0058
H 5.59260 -0.02046 2.81373 -0.0374 0.0124 0.0086
H 5.95964 -0.07925 1.23993 -0.0250 0.0090 -0.0149
```
Positions in Å, forces in eV/Å.

Properties
frontier orbital gap	5.2195	eV
total charge	-1
spin multiplicity	1

=====

Record 2
Formula: C19H47N2O7P
Source: the Open Molecules 2025 dataset
Level of theory: ωB97M-V/def2-TZVPD

Geometry as XYZ:
```
76
Properties=species:S:1:pos:R:3:forces:R:3
C 1.47287 4.22455 -1.40283 -0.5265 -0.0449 -0.6230
C 1.17167 3.60951 -2.79018 0.2236 0.0229 0.9905
C 0.33586 2.31759 -2.62956 0.6114 0.0440 -0.9800
C -0.58355 2.07352 -3.85096 0.2375 -0.7558 0.4469
N -2.02854 2.06946 -3.52837 -0.3539 1.5473 -0.4879
P -2.51926 3.44653 -2.57386 0.6786 -0.4683 0.9730
C -4.29745 3.07652 -2.15119 0.1804 0.0220 0.0603
N -4.39411 1.83412 -1.35929 -0.0303 0.2110 -0.0019
C -2.57113 4.97526 -3.66831 -1.0602 -0.5078 1.0379
C -2.35649 6.21587 -2.77920 0.6928 -0.7107 -0.5494
O -2.06396 7.35462 -3.57962 -0.3205 0.1127 0.2111
H 0.53194 4.24255 -0.84421 0.1768 -0.0083 0.1710
H 2.20421 3.60303 -0.88544 -0.0423 0.1505 0.1729
H 1.81883 5.25775 -1.46998 0.2336 -0.1378 -0.0003
H 0.68763 4.34304 -3.44120 -0.1790 -0.0625 0.1163
H 2.12882 3.36096 -3.25858 -0.1418 0.0620 -0.1980
H 1.05196 1.48962 -2.59495 -0.1381 -0.0123 0.1321
H -0.20039 2.29622 -1.68287 -0.2017 0.1247 -0.1298
H -0.33312 2.77875 -4.65435 -0.0475 0.0953 0.1349
H -0.34625 1.07882 -4.24422 -0.1846 0.0970 -0.0854
H -2.51285 2.15609 -4.42199 -0.1304 -0.5667 0.0621
H -4.95752 3.02272 -3.02176 0.0499 -0.0184 0.0427
H -4.59800 3.91699 -1.51023 -0.1057 0.2705 -0.4980
H -4.16702 2.06858 -0.39764 0.1973 -0.1380 -0.0190
H -5.36388 1.53942 -1.32470 0.0109 -0.0392 -0.1349
H -1.77706 4.86005 -4.40985 -0.0820 0.0920 -0.0712
H -3.57001 5.04270 -4.11210 0.3037 0.0733 -0.5149
H -3.24430 6.39339 -2.17125 -0.0221 0.2768 -0.1567
H -1.52950 6.01184 -2.08629 -0.0322 0.0960 -0.0396
H -1.55159 7.04033 -4.33093 0.0175 0.1288 0.0433
C -3.13883 -1.45647 0.39922 0.1459 -0.1799 0.0878
O -1.91884 -1.16125 1.04974 -0.2858 0.2352 0.1256
C -1.27703 -0.00188 0.54068 0.1202 -0.1103 0.0201
C -0.69074 0.85469 1.64507 0.1498 0.0119 -0.0257
O -1.64329 1.52678 2.45907 -0.0332 0.0109 -0.0062
C -2.42869 0.75918 3.35894 -0.1126 -0.0015 0.0008
C -1.67067 0.16518 4.53193 -0.0613 -0.1829 -0.1278
O -0.82560 -0.89897 4.12595 0.1897 0.2664 -0.1365
C 0.43075 -0.91652 4.76922 -0.1459 -0.1563 -0.0181
H -2.95353 -1.96066 -0.55472 -0.1257 0.0714 -0.0865
H -3.70897 -2.12340 1.04671 0.0784 -0.0554 -0.0070
H -3.73172 -0.55365 0.22624 0.0302 0.0055 -0.0868
H -1.97364 0.60281 -0.05049 -0.0261 -0.0319 -0.0137
H -0.46322 -0.32953 -0.11965 0.0510 0.1883 -0.0638
H -0.12268 1.65318 1.15966 -0.0680 0.0369 -0.0122
H 0.01924 0.29226 2.25219 -0.1049 -0.1805 0.0055
H -3.00392 -0.00337 2.83178 0.1531 -0.1621 0.0152
H -3.15150 1.46754 3.77276 0.0526 0.0407 0.0158
H -2.39561 -0.23253 5.25321 -0.0600 0.1815 0.0726
H -1.09452 0.96312 5.01317 0.0450 -0.0354 0.0148
H 0.85946 0.08797 4.84567 -0.0130 0.0124 0.0275
H 1.10231 -1.52827 4.16676 -0.0426 -0.0472 0.0171
H 0.35015 -1.35638 5.76910 0.0890 0.0703 0.0561
C 0.63883 -3.72864 0.07805 0.0108 0.2484 0.0770
O 1.77519 -3.69758 0.91976 0.0133 -0.3559 -0.1744
C 1.64846 -4.49445 2.08516 0.1244 0.2306 -0.0142
C 2.92564 -5.25231 2.39299 0.0184 -0.0038 0.1101
O 3.23032 -6.31292 1.49878 0.0238 -0.0191 -0.0006
C 3.64216 -5.99702 0.17722 -0.0683 -0.0258 -0.1033
C 5.01677 -5.36496 0.06066 -0.1418 0.1605 -0.0589
O 5.02579 -4.03005 0.53909 -0.0358 -0.1698 0.3400
C 6.18272 -3.68766 1.27125 -0.0903 0.0945 -0.1709
H -0.14605 -3.06725 0.46041 -0.0972 -0.0780 -0.0229
H 0.94597 -3.37862 -0.90789 0.0393 0.0502 0.0392
H 0.24379 -4.74439 -0.02854 -0.0044 -0.0131 0.0307
H 0.82351 -5.20763 1.98629 -0.0001 -0.0073 -0.0550
H 1.42522 -3.82886 2.92886 -0.0550 -0.1407 0.1283
H 2.78081 -5.73809 3.36165 -0.0300 -0.0421 -0.0302
H 3.77290 -4.57505 2.50690 -0.0487 0.1419 -0.1661
H 2.88733 -5.40439 -0.34128 0.0793 0.1998 0.0579
H 3.69149 -6.96073 -0.33628 0.0317 -0.0228 0.0490
H 5.30518 -5.34813 -0.99781 0.0425 -0.2025 -0.0158
H 5.73242 -5.98464 0.61218 0.0329 0.0444 0.0161
H 6.47785 -4.48778 1.95795 0.0190 -0.0217 -0.0205
H 5.95120 -2.80040 1.86009 -0.0019 0.0313 -0.0695
H 7.01573 -3.45866 0.59815 0.0972 -0.0436 0.0741
```
Positions in Å, forces in eV/Å.

Properties
SMILES	CCCCNP(CN)CCO.COCCOCCOC.COCCOCCOC
frontier orbital gap	9.0656	eV
total charge	0
spin multiplicity	1